(1)
C44H37BeN3P2 as an isolated structure, computed with wB97M-V/def2-TZVPD.

The geometry in XYZ format:
```
87
Properties=species:S:1:pos:R:3:forces:R:3:mulliken_charge:R:1
Be 0.9546 0.8804 0.1812 -0.061 0.010 -0.045 -2.57
C 5.0059 0.2073 0.8477 0.141 0.270 -0.006 -1.45
C 3.6315 -0.0238 0.8903 0.033 -0.225 0.064 0.12
N 2.7321 0.9027 0.5903 -0.230 0.119 0.017 0.74
C 3.1941 2.1368 0.3114 0.945 0.369 0.049 0.05
C 4.5534 2.5031 0.3642 -0.599 -0.254 -0.008 0.85
C 5.4837 1.4752 0.5981 -0.371 -0.233 0.029 -0.96
C 4.8912 3.8776 0.1914 -0.150 0.367 -0.100 -0.92
C 3.9331 4.8200 -0.0024 0.382 -0.120 0.112 -0.95
C 2.5548 4.4659 -0.0990 -0.238 -0.652 0.015 0.82
C 1.5007 5.3799 -0.2719 -0.190 -0.339 -0.055 -0.83
C 0.2215 4.8889 -0.4161 0.294 0.141 0.030 -1.46
C 0.0031 3.5128 -0.4139 -0.275 0.024 -0.041 0.41
N 0.9633 2.6268 -0.1930 0.093 -0.248 0.013 0.96
C 2.2095 3.1028 -0.0069 0.345 0.942 -0.097 0.23
H 5.6788 -0.6143 1.0332 0.035 -0.065 0.086 0.56
H 3.2662 -0.9898 1.2008 -0.002 0.019 -0.065 0.71
H 6.5441 1.6796 0.5896 0.082 0.043 0.024 0.50
H 5.9335 4.1484 0.2472 0.112 0.124 -0.025 0.47
H 4.1946 5.8618 -0.0978 0.102 0.119 0.003 0.46
H 1.6929 6.4420 -0.2910 0.047 0.101 -0.029 0.50
H -0.6169 5.5554 -0.5385 -0.081 0.016 -0.081 0.55
H -0.9830 3.1267 -0.6102 -0.028 -0.002 0.018 0.58
C -0.5444 -2.3777 -0.6708 0.072 -0.126 -0.234 -1.64
N -1.8473 -1.7996 -0.5099 0.213 -0.170 -0.005 0.54
C -2.0584 -1.0442 0.6912 -0.014 0.066 0.262 -1.55
P -1.2975 0.6628 0.4643 -0.878 0.025 -0.024 2.02
C -1.8560 0.9596 -1.2376 0.061 0.111 0.120 1.04
C -3.2010 1.1679 -1.5310 0.166 0.054 -0.023 -0.85
C -3.5982 1.3881 -2.8372 -0.041 0.037 0.001 -1.09
C -2.6635 1.3946 -3.8589 -0.014 -0.014 0.018 -0.90
C -1.3277 1.1596 -3.5768 0.134 -0.007 -0.132 -1.07
C -0.9249 0.9432 -2.2729 -0.011 0.024 0.170 -0.44
C -2.3072 1.7373 1.5300 0.350 0.044 -0.006 1.56
C -2.2823 1.4527 2.8956 0.031 -0.068 -0.160 -0.87
C -3.0027 2.2324 3.7812 -0.074 0.045 0.122 -0.84
C -3.7573 3.2998 3.3163 0.075 -0.034 -0.005 -0.73
C -3.7645 3.6005 1.9642 -0.008 0.093 0.045 -1.05
C -3.0318 2.8378 1.0736 0.044 -0.097 0.019 -0.32
C -2.9237 -2.5407 -1.0705 -0.194 -0.065 -0.098 0.69
C -4.1543 -1.9232 -1.2743 0.014 0.007 0.104 0.04
C -5.1950 -2.5961 -1.8832 -0.004 0.023 0.066 -1.01
C -5.0389 -3.9083 -2.2923 0.049 -0.092 -0.031 -0.59
C -3.8277 -4.5390 -2.0741 -0.138 0.019 -0.079 -0.82
C -2.7768 -3.8664 -1.4731 0.179 0.084 0.110 -0.52
P 0.9010 -1.3568 -0.1078 0.022 -0.903 -0.059 2.10
C 2.2408 -2.3278 -0.8766 -0.010 0.377 -0.064 1.56
C 2.3744 -2.1378 -2.2529 -0.019 -0.034 0.155 -0.98
C 3.3384 -2.8334 -2.9585 0.018 0.015 -0.107 -0.82
C 4.1881 -3.7080 -2.2988 -0.004 0.013 -0.002 -0.69
C 4.0842 -3.8683 -0.9275 0.052 0.003 0.003 -0.94
C 3.1232 -3.1754 -0.2119 -0.171 0.016 0.017 -0.35
C 0.9525 -1.7564 1.6701 0.094 0.020 0.007 0.74
C 0.9800 -0.7374 2.6212 -0.020 -0.019 -0.129 0.05
C 1.0624 -1.0310 3.9704 0.000 0.134 0.111 -1.11
C 1.1292 -2.3506 4.3892 0.010 0.027 -0.039 -0.74
C 1.0871 -3.3727 3.4543 0.004 -0.047 -0.002 -0.98
C 0.9899 -3.0809 2.1047 -0.122 0.066 0.027 -1.24
H -0.3843 -2.5808 -1.7391 0.038 -0.042 0.230 1.08
H -0.4229 -3.3318 -0.1209 0.064 0.200 -0.198 0.81
H -1.6444 -1.5351 1.5840 -0.146 0.095 -0.019 0.52
H -3.1281 -0.8897 0.8555 0.171 0.032 0.002 1.02
H -3.9334 1.1732 -0.7368 -0.066 0.018 -0.001 0.84
H -4.6396 1.5602 -3.0532 -0.158 0.018 -0.064 0.54
H -2.9761 1.5831 -4.8733 -0.032 -0.009 -0.125 0.46
H -0.6011 1.1516 -4.3737 0.084 0.003 -0.108 0.53
H 0.1251 0.7693 -2.0481 -0.069 0.008 -0.222 0.06
H -1.6993 0.6129 3.2565 -0.010 -0.026 0.100 0.38
H -2.9765 2.0104 4.8366 -0.025 -0.048 0.101 0.47
H -4.3295 3.9021 4.0043 -0.047 0.037 0.085 0.43
H -4.3382 4.4356 1.5928 -0.075 0.088 0.009 0.47
H -3.0585 3.1007 0.0262 0.015 -0.018 -0.029 0.45
H -4.3028 -0.9038 -0.9660 -0.038 0.076 0.028 0.32
H -6.1299 -2.0829 -2.0415 -0.144 0.039 -0.012 0.42
H -5.8499 -4.4306 -2.7716 -0.102 -0.082 -0.053 0.41
H -3.6934 -5.5673 -2.3705 0.025 -0.110 -0.037 0.41
H -1.8562 -4.4048 -1.3116 0.109 -0.003 -0.010 0.40
H 1.7193 -1.4412 -2.7657 -0.017 -0.043 -0.090 0.38
H 3.4275 -2.6917 -4.0230 0.022 0.008 -0.153 0.48
H 4.9349 -4.2590 -2.8493 0.056 -0.031 -0.067 0.42
H 4.7506 -4.5364 -0.4063 0.099 -0.097 0.045 0.49
H 3.0638 -3.3163 0.8585 0.012 0.006 -0.004 0.45
H 0.9358 0.3022 2.3029 0.019 -0.093 0.308 0.20
H 1.0847 -0.2290 4.6933 0.002 0.050 0.071 0.55
H 1.2183 -2.5809 5.4395 -0.025 -0.019 0.094 0.45
H 1.1389 -4.4014 3.7729 -0.024 -0.123 0.056 0.49
H 0.9494 -3.8894 1.3893 0.011 -0.084 -0.002 0.51
```
Forces are in eV/Å.

Output
Gap between HOMO and LUMO ... 0.2250 hartree
Multiplicity ... 1
M ... 678.761 g/mol
Highest occupied orbital energy ... -12.4 eV
Charge ... +2

(2)
An isolated molecule of C20H31N3O3, computed with wB97M-V/def2-TZVPD.

The geometry in XYZ format:
```
57
Properties=species:S:1:pos:R:3:forces:R:3:mulliken_charge:R:1
C -1.4072 -2.5527 1.4329 0.008 0.198 0.182 -1.44
C -0.9962 -1.1615 1.8983 0.160 -0.134 -0.246 -0.37
C 0.0780 -0.5606 0.9944 -0.135 0.161 0.299 -0.12
C 0.4210 0.8706 1.4232 -0.158 -0.309 0.084 -1.66
N 1.0464 1.6798 0.3967 0.108 0.086 -0.031 0.38
C 0.4817 2.8256 -0.0861 0.013 0.086 0.223 0.31
O 1.1199 3.6896 -0.6601 0.088 0.284 -0.251 -0.71
N -0.8729 3.0078 0.1739 -0.197 0.516 0.124 -0.08
C -1.8727 2.0567 -0.1180 -0.272 -0.216 -0.019 -0.08
C -1.7039 1.1112 -1.1267 -0.164 0.180 0.054 -0.49
C -2.6829 0.1747 -1.3761 -0.202 -0.089 0.073 -0.36
C -3.8652 0.1643 -0.6341 0.188 0.097 -0.023 0.61
O -4.7535 -0.8143 -0.9514 0.150 -0.041 -0.138 -0.38
C -5.9690 -0.8974 -0.2345 -0.355 -0.097 0.147 -0.28
C -6.7455 -2.0855 -0.7799 0.316 0.320 0.078 -1.43
C -4.0528 1.1339 0.3458 -0.310 -0.208 -0.097 -0.48
C -3.0629 2.0683 0.5971 0.307 -0.008 -0.124 -0.58
C 2.4324 1.4421 0.0057 0.164 -0.101 -0.231 -0.57
C 2.5187 0.4814 -1.1887 0.244 0.284 -0.006 0.06
C 3.9779 0.3597 -1.6373 -0.342 -0.143 -0.226 -1.43
N 4.7949 -0.0951 -0.5385 0.025 0.367 0.073 0.15
C 5.3629 -1.3184 -0.4016 0.078 -0.170 -0.301 1.16
C 5.2908 -2.2449 -1.5989 0.122 -0.083 0.217 -1.36
O 5.9274 -1.6481 0.6245 0.138 -0.250 0.242 -0.66
C 4.7634 0.8046 0.5960 0.041 -0.105 0.437 -1.30
C 3.3352 0.9371 1.1291 0.012 0.217 -0.204 -0.54
H -2.1576 -2.9720 2.0987 -0.087 -0.126 0.015 0.42
H -0.5501 -3.2225 1.4184 0.071 -0.123 -0.025 0.37
H -1.8260 -2.5053 0.4302 -0.053 -0.047 -0.133 0.27
H -0.6234 -1.2117 2.9238 -0.045 0.064 0.087 0.41
H -1.8718 -0.5083 1.8909 -0.020 0.086 0.056 0.19
H 0.9687 -1.1908 1.0295 0.078 -0.058 -0.081 0.47
H -0.2924 -0.5515 -0.0301 0.100 -0.056 -0.009 0.16
H 1.0777 0.8401 2.2988 -0.086 0.025 0.002 0.54
H -0.4951 1.3758 1.7281 0.158 -0.060 0.063 0.70
H -1.1504 3.9697 0.0223 0.187 -0.148 -0.103 0.35
H -0.8006 1.1252 -1.7186 0.083 -0.036 -0.058 0.47
H -2.5599 -0.5638 -2.1527 0.021 -0.095 -0.097 0.45
H -5.7658 -1.0364 0.8367 -0.001 0.087 -0.107 0.36
H -6.5490 0.0270 -0.3655 0.110 -0.062 0.062 0.36
H -7.6904 -2.1834 -0.2534 -0.103 -0.028 0.042 0.42
H -6.1676 -2.9965 -0.6506 0.013 -0.110 0.019 0.33
H -6.9391 -1.9462 -1.8399 -0.061 -0.011 -0.094 0.33
H -4.9622 1.1713 0.9243 -0.093 -0.029 0.031 0.41
H -3.2146 2.8154 1.3621 0.025 0.045 0.120 0.41
H 2.8084 2.4192 -0.3245 -0.012 -0.238 0.081 0.47
H 1.9150 0.8660 -2.0116 -0.070 0.021 -0.032 0.32
H 2.1409 -0.5025 -0.9081 -0.050 -0.078 -0.011 0.05
H 4.0588 -0.3166 -2.4856 0.066 0.071 0.024 0.58
H 4.3391 1.3473 -1.9494 -0.006 -0.071 -0.068 0.27
H 5.7602 -1.7909 -2.4684 -0.040 0.024 -0.121 0.35
H 4.2591 -2.4957 -1.8350 -0.085 -0.002 -0.107 0.32
H 5.8251 -3.1565 -1.3455 -0.014 0.038 0.031 0.34
H 5.4222 0.3917 1.3617 -0.071 0.149 -0.128 0.53
H 5.1405 1.7839 0.2823 0.001 -0.015 0.019 0.40
H 3.3257 1.6330 1.9687 -0.037 -0.001 0.078 0.33
H 3.0089 -0.0439 1.4768 -0.010 -0.056 0.108 0.25
```
Forces are in eV/Å.

Output
Gap between HOMO and LUMO ... 0.3292 hartree
Multiplicity ... 1
SMILES ... CCCCN(C(=O)Nc1ccc(OCC)cc1)C1CCN(C(C)=O)CC1
M ... 361.486 g/mol
Energy above the lowest of the compared OMol25 structures with the same formula, charge and spin ... 80.3 kJ/mol
Highest occupied orbital energy ... -8.3 eV

(3)
C36H44N4O2Pt as an isolated structure, computed with wB97M-V/def2-TZVPD.

The geometry in XYZ format:
```
87
Properties=species:S:1:pos:R:3:forces:R:3:mulliken_charge:R:1
Pt -0.0329 -0.4208 -0.3093 -0.038 -0.511 -0.363 0.89
C 2.3165 4.0281 -3.9806 0.008 0.004 -0.016 -0.98
C 1.6709 2.7864 -4.6031 -0.013 0.052 0.080 -1.15
C 0.7162 2.1086 -3.6718 0.013 -0.060 -0.051 0.84
C -0.6381 2.1852 -3.6419 -0.048 -0.076 -0.043 0.94
C -1.5495 2.9657 -4.5355 0.046 0.070 0.070 -1.19
C -1.9525 4.3131 -3.9291 -0.012 0.003 -0.018 -0.98
C -1.0763 1.3536 -2.5411 0.014 -0.028 -0.008 0.07
C -2.3923 1.1754 -2.1670 -0.006 0.043 0.016 -0.78
C -2.8418 0.4116 -1.1094 0.015 -0.031 -0.004 0.03
C -4.2299 0.2713 -0.7243 -0.011 -0.048 -0.066 0.91
C -5.3798 0.9351 -1.4142 0.037 0.049 0.078 -1.19
C -5.6392 2.3502 -0.8897 -0.009 0.005 -0.017 -0.99
C -4.2514 -0.5416 0.3620 -0.006 -0.062 -0.010 0.74
C -2.8775 -0.9018 0.6380 0.009 -0.025 -0.046 0.19
C -2.4728 -1.7246 1.6691 -0.012 0.027 0.038 -0.69
C -1.1713 -2.0600 1.9790 0.020 -0.026 -0.026 0.17
N -0.0667 -1.6371 1.3016 0.005 0.091 0.079 -0.71
C 1.0114 -2.1769 1.9371 -0.014 -0.008 -0.026 0.27
C 2.3285 -1.9812 1.5757 0.011 0.030 0.050 -0.68
C 2.7772 -1.2103 0.5232 -0.009 -0.066 -0.076 -0.13
N 1.9807 -0.5435 -0.3597 0.034 0.155 0.119 -0.79
C 2.8122 0.0829 -1.2399 -0.011 -0.040 -0.009 -0.01
C 2.4074 0.8915 -2.2816 0.017 0.058 0.018 -0.78
C 1.1056 1.2280 -2.5914 -0.022 -0.054 -0.021 0.14
N 0.0000 0.7816 -1.9310 0.008 0.157 0.106 -0.56
C 4.1907 -0.2099 -0.9120 0.004 -0.026 -0.033 1.12
C 4.1694 -1.0040 0.1870 0.004 0.007 0.021 0.96
C 5.3299 -1.6014 0.9197 -0.048 -0.051 -0.060 -1.26
C 5.6244 -3.0358 0.4721 0.018 -0.002 0.013 -1.12
C 5.3808 0.3215 -1.6477 -0.029 0.047 0.055 -1.35
C 5.7477 1.7424 -1.2104 0.009 0.000 -0.007 -1.02
C 0.5744 -2.9851 3.0557 0.005 -0.065 -0.041 0.88
C -0.7803 -2.9139 3.0808 -0.034 -0.048 -0.044 0.88
C -1.7322 -3.5532 4.0418 0.040 0.079 0.042 -1.26
C -2.1584 -2.6025 5.1643 -0.014 -0.019 0.009 -0.95
C 1.4886 -3.7252 3.9802 -0.012 0.100 0.023 -1.19
C 2.1203 -2.8144 5.0374 0.006 -0.016 0.012 -1.06
N -2.0491 -0.3149 -0.2715 -0.003 0.165 0.123 -0.60
C -5.4280 -0.9851 1.1727 0.039 0.066 0.016 -1.19
C -5.5962 -0.1692 2.4580 -0.009 -0.007 0.005 -0.92
H 3.0334 4.4837 -4.6653 -0.002 0.004 -0.001 0.38
H 2.8395 3.7758 -3.0569 -0.002 0.002 0.001 0.20
H 1.5583 4.7731 -3.7356 0.000 -0.003 0.010 0.25
H 2.4498 2.0817 -4.9054 -0.008 0.004 -0.029 0.41
H 1.1403 3.0740 -5.5126 0.024 -0.022 -0.022 0.33
H -2.4451 2.3781 -4.7506 0.006 -0.002 -0.033 0.42
H -1.0528 3.1351 -5.4929 -0.019 -0.013 -0.014 0.41
H -2.4805 4.1743 -2.9843 0.011 0.001 0.005 0.23
H -2.6020 4.8704 -4.6057 -0.009 -0.004 0.006 0.38
H -1.0699 4.9215 -3.7269 -0.002 -0.001 0.007 0.23
H -3.1407 1.7017 -2.7444 -0.002 -0.013 -0.009 0.25
H -6.2769 0.3273 -1.2804 -0.007 0.003 -0.025 0.42
H -5.1892 0.9750 -2.4889 -0.036 -0.031 -0.009 0.43
H -5.8728 2.3290 0.1755 0.007 0.003 0.001 0.22
H -6.4757 2.8167 -1.4122 0.004 0.003 -0.003 0.38
H -4.7582 2.9806 -1.0217 0.000 -0.001 0.006 0.24
H -3.2483 -2.1308 2.3050 0.001 -0.006 -0.006 0.30
H 3.0809 -2.4671 2.1831 -0.001 0.000 -0.003 0.35
H 3.1854 1.3229 -2.8978 -0.002 -0.015 -0.010 0.32
H 5.1324 -1.5862 1.9942 0.041 0.026 0.008 0.44
H 6.2131 -0.9804 0.7577 0.001 0.005 0.028 0.41
H 4.7679 -3.6856 0.6577 -0.004 0.002 -0.014 0.28
H 6.4854 -3.4451 1.0026 -0.005 -0.003 0.006 0.37
H 5.8359 -3.0671 -0.5977 -0.003 -0.002 0.000 0.32
H 5.1843 0.3082 -2.7225 0.034 -0.027 -0.008 0.47
H 6.2313 -0.3423 -1.4803 0.001 -0.006 -0.026 0.40
H 4.9243 2.4330 -1.3997 -0.002 0.000 0.010 0.21
H 6.6275 2.1047 -1.7440 -0.004 0.004 -0.005 0.37
H 5.9601 1.7706 -0.1406 0.001 0.003 -0.001 0.31
H -1.2620 -4.4370 4.4771 -0.017 -0.016 -0.010 0.39
H -2.6161 -3.9051 3.5048 0.006 -0.033 0.008 0.42
H -1.2884 -2.2538 5.7223 -0.001 0.007 -0.003 0.23
H -2.8346 -3.0973 5.8631 -0.009 0.005 -0.006 0.38
H -2.6658 -1.7243 4.7616 0.012 0.007 0.000 0.21
H 2.2756 -4.2154 3.4014 -0.006 -0.026 0.013 0.40
H 0.9278 -4.5181 4.4785 0.023 -0.030 -0.018 0.34
H 2.6743 -1.9982 4.5716 -0.003 0.002 0.001 0.28
H 2.8064 -3.3719 5.6766 -0.003 0.000 0.004 0.37
H 1.3507 -2.3700 5.6700 0.001 0.009 -0.006 0.26
H -5.3225 -2.0433 1.4249 -0.036 -0.010 -0.021 0.42
H -6.3324 -0.8967 0.5676 -0.006 -0.030 0.003 0.32
H -4.7173 -0.2625 3.0979 0.001 0.007 -0.002 0.19
H -6.4677 -0.5021 3.0236 0.004 -0.004 0.004 0.38
H -5.7230 0.8894 2.2279 0.001 0.000 0.002 0.23
O 0.0838 1.9228 1.3508 0.007 0.298 0.188 0.09
O -0.3631 2.9307 0.8778 -0.003 -0.036 -0.015 -0.14
```
Forces are in eV/Å.

Output
Gap between HOMO and LUMO (alpha / beta) ... 0.2220 / 0.2222 hartree
Multiplicity ... 3
<S²> ... 2.009
M ... 759.852 g/mol
Highest occupied orbital energy (alpha / beta) ... -6.6 / -6.7 eV

(4)
C5H10O as an isolated structure, computed with wB97M-V/def2-TZVPD.

The geometry in XYZ format:
```
16
Properties=species:S:1:pos:R:3:forces:R:3:mulliken_charge:R:1
C -1.5429 1.9445 1.0799 -0.097 0.298 -0.071 -0.56
O -1.2857 0.7781 0.5173 -0.053 -0.199 -0.018 -0.24
C -0.1109 0.3528 0.1730 0.175 -0.002 -0.158 -0.49
C -0.0106 -1.0109 -0.3711 -0.118 0.029 0.147 0.13
C 1.3537 -1.5859 -0.6369 0.157 -0.056 0.072 -0.63
C 0.4661 -1.2406 -1.7925 -0.025 0.021 -0.203 -0.57
H -0.1913 1.3136 2.4351 0.106 -0.084 -0.005 0.03
H -0.8773 2.7716 0.8492 -0.070 -0.115 0.068 0.31
H -2.5952 2.1031 1.2699 0.139 -0.034 -0.015 0.22
H 0.6698 1.0940 0.0035 -0.093 -0.111 0.042 0.42
H 0.3381 0.7815 2.2096 -0.052 0.069 0.049 0.05
H -0.7707 -1.6926 0.0026 0.120 0.100 -0.068 0.34
H 1.5185 -2.6326 -0.3998 -0.049 0.173 -0.043 0.25
H 2.2108 -0.9450 -0.4432 -0.164 -0.083 -0.034 0.24
H 0.7164 -0.3643 -2.3847 -0.039 -0.132 0.124 0.24
H 0.0077 -2.0491 -2.3551 0.065 0.126 0.113 0.25
```
Forces are in eV/Å.

Output
Gap between HOMO and LUMO (alpha / beta) ... 0.2968 / 0.2899 hartree
Multiplicity ... 1
M ... 86.134 g/mol
Energy above the lowest of the compared OMol25 structures with the same formula, charge and spin ... 512.5 kJ/mol
Highest occupied orbital energy (alpha / beta) ... -7.2 / -7.0 eV

(5)
An isolated molecule of C3H8INOS, computed with wB97M-V/def2-TZVPD.

The geometry in XYZ format:
```
15
Properties=species:S:1:pos:R:3:forces:R:3:mulliken_charge:R:1
C 0.8207 2.2322 -0.0320 -2.031 0.814 0.192 -0.86
C -0.9568 -2.3372 -0.2226 0.282 -1.313 -0.068 -0.72
C 0.7381 0.7644 0.3524 -3.745 2.284 1.521 -0.29
N -0.0861 -0.0667 -0.5041 1.517 0.923 1.807 -0.31
O -1.7788 -0.5553 1.3867 -0.727 1.204 4.161 -0.52
S -1.6256 -0.6610 -0.0058 1.242 -2.494 -2.767 0.47
I 2.6936 -0.2847 0.1762 3.342 -2.274 -0.773 0.01
H 1.7575 2.4625 -0.6090 -0.963 0.045 0.372 0.27
H -0.1820 2.4860 -0.6342 2.341 -0.128 0.988 0.26
H 0.7503 2.8514 0.9376 0.385 -0.699 -1.664 0.24
H -1.6855 -3.1226 0.1788 1.146 1.130 -0.319 0.31
H 0.1626 -2.4156 0.1492 -2.544 0.230 -0.379 0.14
H -0.9359 -2.4343 -1.3133 0.183 -0.318 0.036 0.32
H 0.6165 0.6478 1.4595 -0.548 -0.345 -1.307 0.42
H -0.2885 0.4330 -1.3194 0.118 0.941 -1.799 0.26
```
Forces are in eV/Å.

Output
Gap between HOMO and LUMO (alpha / beta) ... 0.2158 / 0.2218 hartree
Multiplicity ... 3
<S²> ... 2.009
M ... 233.074 g/mol
Energy above the lowest of the compared OMol25 structures with the same formula, charge and spin ... 269.3 kJ/mol
Highest occupied orbital energy (alpha / beta) ... -5.3 / -9.2 eV

no.,F_max (eV/Å),calculated total energy (eV)
1,1.0,-69667.702
2,0.6,-31857.350
3,0.6,-51348.798
4,0.3,-7389.454
5,4.6,-25708.376